3
Properties=species:S:1:pos:R:3 method="wB97M-V/def2-TZVPD" e_above_lowest_kj_mol=487.49 homo_ev="-11.09 / -11.09" homo_lumo_gap_ev="7.97 / 7.96" molar_mass_g_mol=65.459
N 0.2997 0.6087 -0.0025
O -1.1184 -0.4917 -0.0023
Cl 1.6543 -0.3098 -0.0015

---

18
Properties=species:S:1:pos:R:3 method="wB97M-V/def2-TZVPD" e_above_lowest_kj_mol=0.00 homo_ev=-6.59 homo_lumo_gap_ev=6.11 molar_mass_g_mol=144.090
C -0.6611 0.5403 -1.6363
C -1.3243 1.7814 -1.9255
C -0.4451 2.8495 -1.5294
C 0.7958 2.2643 -1.1573
C 0.7024 0.8191 -1.2013
Al 1.5524 -1.3118 0.3220
P 0.1177 -3.2298 0.5028
H -1.0262 -0.5228 -1.6247
H -2.3756 1.8224 -2.2269
H -0.7369 3.9240 -1.5758
H 1.5346 0.2201 -1.6451
H 1.7598 2.7841 -1.0658
H 0.9170 -4.3822 0.1319
H -1.1432 -3.5317 -0.1887
H -0.2271 -3.6529 1.8409
O 0.6265 -0.0634 1.6305
H -0.2792 0.2182 1.3465
H 1.1202 0.7551 1.8698

---

59
Properties=species:S:1:pos:R:3 method="wB97M-V/def2-TZVPD" total_charge=-1 homo_ev=-4.38 homo_lumo_gap_ev=6.25 molar_mass_g_mol=432.079
C -0.1778 -0.7347 -1.6387
C -0.2925 -0.1967 -3.0934
O 0.0621 1.1775 -3.2352
B -0.5971 2.0082 -2.2783
O 0.2480 2.6054 -1.2717
B -2.2413 2.3412 -2.1734
O -2.5125 2.1490 -0.7088
C -3.9303 2.1544 -0.6845
C -4.2095 1.0555 -1.8071
O -5.5274 1.3712 -2.3844
C -6.2920 0.2845 -2.3381
N -6.9634 -0.5562 -2.7190
O -3.2261 1.3549 -2.7479
H 0.7916 -0.4840 -1.1609
H -1.0542 -0.4805 -0.9946
H -0.1978 -1.8555 -1.7110
H 0.4426 -0.7742 -3.7110
H -1.3114 -0.3631 -3.5144
H 0.2731 1.9901 -0.5236
H -2.4924 3.5156 -2.4096
H -4.1962 3.1308 -1.1705
H -4.2962 1.9975 0.3484
H -4.0621 0.0571 -1.3377
C -5.7427 5.8829 -0.2356
C -4.9441 5.0082 0.6481
N -4.3262 4.3361 1.3341
H -6.1393 6.7211 0.3360
H -5.1154 6.2647 -1.0405
H -6.5716 5.3218 -0.6642
C 0.9740 1.8564 2.8379
C 0.9466 0.5912 2.0780
N 0.9275 -0.3863 1.4865
H 1.7935 2.4810 2.4851
H 0.0339 2.3897 2.6988
H 1.1139 1.6478 3.8978
C 4.4018 -1.2010 0.1229
C 5.6773 -0.9148 0.8102
N 6.6649 -0.6928 1.3413
H 4.2417 -0.4789 -0.6767
H 4.4272 -2.2033 -0.3026
H 3.5757 -1.1356 0.8311
C 8.3464 -3.0185 2.9647
C 9.1258 -4.2355 3.2741
N 9.7286 -5.1768 3.5136
H 8.8836 -2.4071 2.2423
H 7.3798 -3.2935 2.5470
H 8.1891 -2.4393 3.8731
C -8.8464 1.2474 0.1344
C -8.6364 2.6955 0.3149
N -8.4712 3.8160 0.4532
H -9.5681 0.8864 0.8662
H -9.2222 1.0459 -0.8676
H -7.9048 0.7179 0.2725
C 8.9595 -7.8260 1.1010
C 7.5769 -7.9405 0.5945
N 6.5074 -8.0290 0.2029
H 9.0900 -6.8730 1.6132
H 9.1661 -8.6354 1.7996
H 9.6632 -7.8836 0.2717

---

82
Properties=species:S:1:pos:R:3 method="wB97M-V/def2-TZVPD" e_above_lowest_kj_mol=148.05 total_charge=+2 homo_ev=-13.58 homo_lumo_gap_ev=6.83 molar_mass_g_mol=661.965
Zr 0.3380 0.2201 0.0804
N -4.5061 -2.1978 8.9581
C -3.9443 -1.9815 7.9809
C -3.2452 -1.7075 6.7587
C -2.1061 -2.4384 6.4295
C -1.4296 -2.1604 5.2558
C -1.8979 -1.1700 4.3931
C -3.0490 -0.4528 4.7224
C -3.7148 -0.7093 5.9065
C -1.1936 -0.8826 3.1218
C -1.9160 -1.0874 1.9451
C -3.1601 -1.7447 1.8381
C -3.4694 -1.8480 0.4933
C -2.4219 -1.2511 -0.1976
N -1.4674 -0.7891 0.6474
C 0.1502 -0.4710 3.1968
C 0.9044 -0.2922 4.3678
C 2.2157 -0.0379 3.9928
C 2.2297 -0.0468 2.6067
N 0.9970 -0.2870 2.0917
H -1.7584 -3.2191 7.0915
H -0.5507 -2.7351 4.9952
H -3.4112 0.3209 4.0582
H -4.5966 -0.1453 6.1759
H -3.7320 -2.1257 2.6671
H -4.3394 -2.3038 0.0524
H -2.3150 -1.1344 -1.2656
H 0.5240 -0.3531 5.3734
H 3.0631 0.1205 4.6378
H 3.0883 0.0843 1.9651
C 0.8547 4.5498 1.2643
C 1.3958 3.2605 0.7389
O 0.6229 2.2755 0.5736
N 2.6853 3.1867 0.4631
C 3.3757 2.0681 -0.1762
C 3.2505 2.1094 -1.6792
C 4.3537 2.2163 -2.5068
C 4.1415 2.2828 -3.8783
C 2.8428 2.2521 -4.3540
C 1.8016 2.1389 -3.4424
N 1.9941 2.0572 -2.1276
H -0.1408 4.3895 1.6664
H 0.7985 5.2703 0.4459
H 1.5010 4.9649 2.0366
H 3.2252 4.0280 0.6086
H 2.9777 1.1193 0.2052
H 4.4164 2.1016 0.1429
H 5.3534 2.2511 -2.0948
H 4.9771 2.3679 -4.5594
H 2.6319 2.3156 -5.4119
H 0.7726 2.1012 -3.7798
C -2.7175 2.6201 -2.4015
C -2.0524 1.3309 -2.7881
C -2.5166 0.5773 -3.8517
C -1.8335 -0.5639 -4.2706
C -2.3177 -1.3531 -5.4511
C -0.7080 -0.9938 -3.5728
C -0.2279 -0.2944 -2.4656
C -0.9014 0.9061 -2.1141
N 0.7873 -0.7660 -1.6087
C 1.5043 -2.0600 -1.7317
C 2.5481 -1.9611 -2.8399
C 0.5861 -3.2760 -1.8971
C 2.1879 -2.2003 -0.3690
H -3.7983 2.5452 -2.5089
H -2.3822 3.4330 -3.0486
H -2.4955 2.8978 -1.3703
H -3.3972 0.8971 -4.3946
H -3.0499 -0.7952 -6.0302
H -2.7872 -2.2816 -5.1211
H -1.4890 -1.6220 -6.1059
H -0.2004 -1.8811 -3.9101
H -0.5134 1.7015 -1.4563
H 2.0815 -1.7893 -3.8097
H 3.1223 -2.8859 -2.9035
H 3.2370 -1.1374 -2.6426
H 0.2665 -3.4543 -2.9188
H -0.2971 -3.1867 -1.2608
H 1.1323 -4.1661 -1.5831
H 2.7976 -1.3110 -0.1457
H 2.8648 -3.0533 -0.3340
H 1.4526 -2.3570 0.4304

---

40
Properties=species:S:1:pos:R:3 method="wB97M-V/def2-TZVPD" e_above_lowest_kj_mol=190.78 homo_ev=-7.69 smiles="O=C(CCCc1c[nH]c2ccccc12)N1CCOCC1" homo_lumo_gap_ev=8.52 molar_mass_g_mol=272.348
O -2.8470 -0.6750 -1.4114
C -2.4229 -0.5440 -0.2767
C -2.3820 -1.7197 0.6821
C -0.9899 -2.3227 0.9037
C -0.2702 -2.6540 -0.4133
C 0.4851 -1.4800 -0.9420
C 0.1876 -0.7065 -2.0245
N 1.1188 0.2861 -2.1672
C 2.0369 0.1827 -1.1663
C 3.1544 0.9544 -0.8782
C 3.9148 0.5968 0.2139
C 3.5794 -0.5078 1.0022
C 2.4723 -1.2772 0.7231
C 1.6774 -0.9340 -0.3718
N -2.0417 0.6747 0.1766
C -1.5072 1.0201 1.4679
C -0.0771 1.5750 1.3118
O 0.1051 2.2398 0.0793
C -1.0742 2.8522 -0.3785
C -2.1260 1.7974 -0.7445
H -2.8259 -1.4388 1.6399
H -3.0181 -2.4834 0.2289
H -1.1192 -3.2375 1.4880
H -0.3630 -1.6448 1.4854
H -0.9988 -2.9846 -1.1545
H 0.4325 -3.4724 -0.2343
H -0.6341 -0.7993 -2.7084
H 1.0935 1.0148 -2.8589
H 3.4144 1.8068 -1.4882
H 4.7902 1.1763 0.4681
H 4.2065 -0.7581 1.8460
H 2.2244 -2.1319 1.3364
H -2.1557 1.7855 1.9162
H -1.4936 0.1595 2.1309
H 0.6625 0.7713 1.3185
H 0.1370 2.2636 2.1442
H -0.7952 3.4308 -1.2607
H -1.4652 3.5462 0.3807
H -3.1324 2.2347 -0.7164
H -1.9535 1.4029 -1.7481

---

98
Properties=species:S:1:pos:R:3 method="wB97M-V/def2-TZVPD" multiplicity=3 s_squared=2.0513 e_above_lowest_kj_mol=132.87 total_charge=+2 homo_ev="-12.56 / -12.57" homo_lumo_gap_ev="6.10 / 5.74" molar_mass_g_mol=944.686
W 0.0475 -0.7745 0.5019
Br 2.3849 0.6592 0.3677
C 2.5669 0.9379 2.2789
C 3.7017 1.5222 2.7464
C 3.8108 1.7511 4.1306
C 2.7836 1.4003 4.9610
C 1.6109 0.7869 4.4608
C 0.5386 0.4403 5.3169
C -0.5784 -0.1633 4.8160
C -0.6686 -0.4580 3.4424
C 0.3349 -0.1531 2.5465
C 1.4862 0.5102 3.0713
H 4.5040 1.8034 2.0771
H 4.7103 2.2102 4.5158
H 2.8556 1.5805 6.0261
H 0.6151 0.6682 6.3728
H -1.4018 -0.4188 5.4706
H -1.5740 -0.9499 3.0993
C -2.6118 -4.5787 1.9300
C -1.7798 -3.5268 2.6728
C -0.3681 -4.0046 2.9202
C -0.1792 -4.9386 3.9308
C 1.0681 -5.4724 4.1859
C 2.1494 -5.0718 3.4245
C 2.0154 -4.1415 2.4014
C 3.2354 -3.8164 1.5755
C 3.7231 -2.3864 1.7809
C 0.7443 -3.5955 2.1594
N 0.4623 -2.7026 1.0362
C 0.1196 -3.3170 -0.1073
C -0.9367 -2.7643 -0.8493
C -1.6802 -3.2130 -1.9589
C -2.8513 -2.4716 -1.9672
C -2.7833 -1.5720 -0.8986
N -1.6302 -1.7180 -0.2205
H -3.6216 -4.2094 1.7454
H -2.6868 -5.4928 2.5173
H -2.1592 -4.8278 0.9683
H -2.2502 -3.3172 3.6361
H -1.7781 -2.6030 2.1069
H -1.0312 -5.2559 4.5201
H 1.1954 -6.2086 4.9683
H 3.1271 -5.4928 3.6216
H 3.0226 -3.9848 0.5147
H 4.0316 -4.5065 1.8509
H 2.9519 -1.7089 1.4405
H 4.6368 -2.1978 1.2164
H 3.9154 -2.1858 2.8355
H 0.5187 -4.3053 -0.3221
H -1.4022 -4.0117 -2.6287
H -3.6800 -2.5755 -2.6482
H -3.5320 -0.8603 -0.5813
N 0.9782 1.5662 -6.5436
C 0.6219 2.4878 -7.4927
C 1.0817 2.7531 -8.7806
C 0.4786 3.7943 -9.4478
C -0.5587 4.5530 -8.8677
C -1.0278 4.2830 -7.6059
C -0.4321 3.2249 -6.9067
N -0.7003 2.7376 -5.6602
C 0.1508 1.7520 -5.4661
C 0.1711 1.0278 -4.2145
C 1.2271 0.2472 -3.7338
C 1.1566 -0.2892 -2.4698
N 0.1108 -0.1272 -1.6417
C -0.9401 0.5694 -2.1325
C -0.9457 1.1511 -3.3699
H 1.6762 0.8513 -6.6585
H 1.8703 2.1700 -9.2381
H 0.8037 4.0393 -10.4497
H -0.9981 5.3613 -9.4360
H -1.8266 4.8538 -7.1529
H 2.1196 0.0809 -4.3213
H 1.9871 -0.8723 -2.0881
H -1.8061 0.6548 -1.5025
H -1.8036 1.7126 -3.7082
C -3.7374 0.7904 2.1042
C -3.1151 1.9709 2.8583
C -2.2929 2.9727 2.0115
S -1.8257 2.3654 0.3645
O -0.6540 1.4017 0.5839
C -1.1059 3.9120 -0.3297
C 0.4012 3.8537 -0.5368
C 1.1708 4.1579 0.7457
H -4.2964 0.1597 2.7952
H -2.9660 0.1680 1.6436
H -4.4329 1.1376 1.3389
H -2.4817 1.5897 3.6569
H -3.9257 2.5223 3.3336
H -1.3691 3.2634 2.5128
H -2.8726 3.8740 1.8018
H -1.3756 4.7312 0.3355
H -1.6311 4.0421 -1.2767
H 0.6541 4.5901 -1.3011
H 0.6810 2.8749 -0.9323
H 0.8735 5.1300 1.1426
H 2.2422 4.1904 0.5483
H 0.9809 3.4016 1.5085